(1)
Computed, not measured: a 7-piece molecular cluster, C19H39Br12FN overall, with the ωB97M-V functional and the def2-TZVPD basis.

The geometry in ORCA input format:
```
! RIJCOSX wB97M-V def2-TZVPD def2/J DEFGRID3
* xyz -1 1
C -0.879 -1.713 -0.078
C -1.445 -0.303 -0.252
C -0.260 0.688 -0.218
C -2.465 0.094 0.830
C -3.373 -1.059 1.323
N -4.042 -1.843 0.321
C -4.837 -1.075 -0.583
C -6.079 -0.389 -0.029
F -5.800 0.787 0.702
H -0.595 -1.863 0.962
H 0.010 -1.814 -0.709
H -1.591 -2.476 -0.381
H -1.900 -0.194 -1.239
H 0.347 0.576 -1.116
H -0.619 1.713 -0.109
H 0.353 0.471 0.661
H -1.963 0.571 1.681
H -3.118 0.865 0.409
H -2.723 -1.743 1.884
H -4.056 -0.627 2.093
H -5.253 -1.782 -1.318
H -4.284 -0.317 -1.190
H -6.749 -0.085 -0.850
H -6.640 -1.072 0.614
Br 1.904 -1.864 -2.638
C 2.822 -0.565 -3.755
C 4.053 -0.025 -3.077
Br 3.619 1.245 -1.665
H 2.098 0.208 -3.992
H 3.098 -1.092 -4.665
H 4.667 0.525 -3.786
H 4.646 -0.807 -2.613
Br -0.270 -1.540 3.959
C -0.877 -1.118 5.754
C -1.915 -0.029 5.761
Br -1.098 1.720 5.489
H -0.001 -0.845 6.333
H -1.293 -2.048 6.137
H -2.397 0.028 6.734
H -2.666 -0.154 4.986
Br -2.060 4.132 2.487
C -3.070 4.815 0.976
C -3.237 6.309 1.037
Br -4.568 6.848 2.355
H -4.014 4.283 0.969
H -2.496 4.538 0.095
H -3.604 6.690 0.086
H -2.318 6.820 1.303
Br -1.120 -7.829 0.550
C -0.326 -6.489 -0.619
C 0.902 -5.871 -0.006
Br 0.438 -4.589 1.374
H -1.099 -5.756 -0.826
H -0.070 -7.021 -1.533
H 1.451 -5.304 -0.755
H 1.559 -6.608 0.444
Br 3.417 -1.875 0.865
C 3.593 -0.331 2.028
C 4.967 0.278 1.955
Br 6.291 -0.777 2.922
H 3.329 -0.659 3.028
H 2.850 0.381 1.673
H 4.976 1.256 2.429
H 5.324 0.365 0.934
Br 6.613 2.654 -4.255
C 5.713 3.572 -5.712
C 4.307 3.064 -5.893
Br 4.275 1.316 -6.750
H 6.325 3.437 -6.597
H 5.700 4.623 -5.434
H 3.744 3.722 -6.550
H 3.781 2.958 -4.949
*
```

Calculated values
**Largest force on an atom**: 0.015 Eh/bohr
**ΔE to the lowest compared entry with this formula, charge and spin**: 0.0 kJ/mol

---

(2)
Computed, not measured: an isolated ion of composition C4H10NO2 and charge -1, with the ωB97M-V functional and the def2-TZVPD basis.

The geometry in ORCA input format:
```
! RIJCOSX wB97M-V def2-TZVPD def2/J DEFGRID3
* xyz -1 1
C 0.155 1.574 -0.985
C 0.033 0.407 -0.086
C 1.229 -0.659 -0.095
O 2.591 0.016 0.024
N -1.335 -0.240 -0.173
C -1.668 -1.052 1.140
O -0.677 -1.924 1.616
H 0.306 1.266 -2.004
H -0.802 2.046 -0.784
H 1.136 2.054 -0.694
H -0.049 0.870 0.945
H 1.312 -1.449 -0.946
H 1.094 -1.198 0.824
H 2.588 0.865 -0.364
H -1.348 -0.819 -1.053
H -2.639 -1.620 0.753
H -1.926 -0.135 1.883
*
```

Calculated values
**SMILES**: C[C@H](CO)NC[O-]
**Largest force on an atom**: 0.068 Eh/bohr
**ΔE to the lowest compared entry with this formula, charge and spin**: 383.8 kJ/mol

---

(3)
Computed, not measured: one molecule with the formula C27H31FN4O4, with the ωB97M-V functional and the def2-TZVPD basis.

The geometry in ORCA input format:
```
! RIJCOSX wB97M-V def2-TZVPD def2/J DEFGRID3
* xyz 0 1
C 1.993 2.304 -3.016
O 2.044 1.048 -2.355
C 2.721 1.022 -1.193
O 3.283 1.993 -0.744
C 2.617 -0.288 -0.515
C 1.413 -0.974 -0.646
C 1.110 -2.055 0.165
N -0.129 -2.708 0.081
C -1.363 -2.165 -0.125
O -2.308 -2.881 -0.413
C -1.472 -0.712 0.068
C -0.807 0.132 0.948
C -1.320 1.408 0.693
C -0.940 2.724 1.309
C -2.217 3.503 1.640
C -0.116 2.508 2.579
C -0.108 3.510 0.288
N -2.231 1.342 -0.272
N -2.328 0.074 -0.631
C -3.319 -0.320 -1.602
C -4.676 -0.390 -0.943
C -5.252 -1.615 -0.637
C -6.483 -1.671 -0.007
C -7.118 -0.487 0.318
F -8.322 -0.534 0.930
C -6.556 0.746 0.040
C -5.328 0.786 -0.593
C 2.067 -2.493 1.080
C 3.288 -1.867 1.173
C 3.608 -0.752 0.380
N 4.832 -0.149 0.456
C 5.673 -0.205 1.629
C 6.900 -1.088 1.372
O 7.623 -0.602 0.264
C 6.816 -0.567 -0.888
C 5.563 0.306 -0.704
H 1.511 2.122 -3.973
H 1.416 3.019 -2.426
H 3.001 2.699 -3.160
H 0.693 -0.617 -1.364
H -0.120 -3.719 0.128
H -0.070 -0.147 1.671
H -1.969 4.479 2.050
H -2.811 3.636 0.740
H -2.814 2.959 2.368
H 0.827 2.017 2.347
H 0.105 3.467 3.042
H -0.663 1.897 3.294
H 0.823 2.987 0.074
H 0.136 4.495 0.680
H -0.669 3.629 -0.636
H -3.324 0.436 -2.392
H -3.045 -1.293 -2.009
H -4.726 -2.526 -0.876
H -6.947 -2.614 0.236
H -7.077 1.649 0.319
H -4.860 1.735 -0.808
H 1.848 -3.342 1.712
H 4.017 -2.257 1.866
H 5.108 -0.553 2.491
H 6.023 0.816 1.831
H 7.586 -1.063 2.220
H 6.583 -2.126 1.187
H 7.443 -0.167 -1.686
H 6.501 -1.590 -1.151
H 4.949 0.218 -1.599
H 5.847 1.356 -0.570
*
```

Calculated values
**SMILES**: COC(=O)c1cc(NC(=O)c2cc(C(C)(C)C)nn2Cc2ccc(F)cc2)ccc1N1CCOCC1
**Largest force on an atom**: 0.017 Eh/bohr
**ΔE to the lowest compared entry with this formula, charge and spin**: 0.0 kJ/mol